Formula: C15H14AuN2O7
Source: the OMol25 dataset
Level of theory: the ωB97M-V functional and the def2-TZVPD basis

The geometry in XYZ format:
```
39
Properties=species:S:1:pos:R:3:forces:R:3
Au -0.70882 -1.25731 0.59616 0.68 0.41 0.04
C -1.88629 1.27546 -1.93984 -0.07 0.02 -0.05
C -2.70443 0.12689 -1.48187 0.24 0.18 -0.02
N -2.34318 -0.79146 -0.59526 1.12 -0.23 0.75
C -3.36524 -1.69025 -0.43290 -0.15 -0.18 0.06
C -4.38851 -1.31222 -1.24629 0.21 -0.10 0.18
N -3.94440 -0.17831 -1.88451 -0.04 -0.09 0.05
C -5.75574 -1.83888 -1.54471 0.10 0.39 -0.24
O -6.12934 -2.91667 -0.91337 -0.15 -0.38 0.22
O -6.42343 -1.23825 -2.34524 0.04 -0.04 0.05
C -3.15753 -2.80877 0.52749 -1.30 0.22 -0.84
O -4.03361 -3.63275 0.70669 0.43 0.12 0.13
O -2.00371 -2.79572 1.11010 1.73 0.66 0.38
H -0.92387 1.26008 -1.43526 -0.03 -0.01 -0.01
H -2.39285 2.21420 -1.71422 0.00 0.00 -0.01
H -1.72585 1.21956 -3.01682 -0.01 0.01 0.00
H -4.51373 0.32118 -2.55771 -0.02 -0.02 0.00
H -5.44853 -3.27605 -0.29050 0.02 0.07 -0.04
C 3.42376 3.98444 -1.28951 -0.10 0.11 -0.13
O 4.14072 3.21174 -0.33140 0.08 -0.03 0.07
C 3.56527 2.13976 0.19251 -0.17 -0.31 0.15
C 4.32715 1.41545 1.13634 0.13 -0.09 0.13
C 3.80068 0.30436 1.71516 0.49 0.30 0.02
C 2.50530 -0.17746 1.41887 -0.98 -0.39 -0.21
C 1.98140 -1.34909 2.04436 1.03 1.07 -0.29
C 2.76335 -2.13792 3.04972 -0.29 -0.30 0.08
O 0.83997 -1.83718 1.82930 -1.96 -0.68 -0.48
C 1.72858 0.55515 0.46099 1.22 0.04 0.59
O 0.51969 0.27009 0.05813 -1.79 -0.75 -0.34
C 2.29190 1.70115 -0.12499 -0.54 -0.07 -0.23
H 4.08299 4.79772 -1.57296 0.03 -0.02 0.03
H 2.50991 4.39416 -0.85584 0.02 -0.02 0.03
H 3.18466 3.38844 -2.17192 0.02 -0.03 0.03
H 5.32144 1.75883 1.38371 -0.01 0.01 -0.02
H 4.41722 -0.21738 2.42966 -0.03 -0.02 0.00
H 3.75167 -1.76169 3.27090 -0.02 0.06 -0.06
H 2.83920 -3.16413 2.68627 0.02 0.02 -0.02
H 2.17833 -2.18254 3.96991 0.01 0.03 0.00
H 1.67586 2.22537 -0.84117 0.04 0.02 0.01
```
Positions in Å, forces in eV/Å.

Values from the calculation:
**Charge**: +1
**Calculated total energy**: -1351.663122 Eh
**Highest occupied orbital energy**: -12.25 eV
**E_LUMO**: -6.01 eV

***

Formula: C10H14NO2
Source: the OMol25 dataset
Level of theory: the ωB97M-V functional and the def2-TZVPD basis

The geometry in XYZ format:
```
27
Properties=species:S:1:pos:R:3:forces:R:3
C 3.69482 0.40433 0.59572 2.03 -1.47 1.57
C 2.79121 1.46874 0.68527 -5.30 -0.56 -0.67
C 3.31356 -0.89201 0.39783 -0.84 -0.28 -1.61
C 1.37374 1.22850 0.39237 3.31 0.47 0.78
C 1.85703 -1.20950 0.17591 -0.01 -1.20 0.64
C 0.86834 -0.10749 0.27758 0.72 0.68 -0.53
C -2.65395 1.85109 -3.01086 -0.65 -0.04 1.00
C -2.93055 1.36760 -1.93511 0.88 1.53 -3.63
C -1.90662 0.86331 1.75485 -2.20 0.63 -1.95
C -1.80267 -2.12376 -0.81654 2.82 -1.12 -1.08
N -0.41649 -0.38856 0.32381 -1.27 0.24 -0.19
O -1.33853 0.61815 0.45892 0.93 0.17 -1.41
O -0.91835 -1.67500 0.28114 0.66 0.18 0.34
H 4.70368 0.64545 0.94886 -0.05 -0.35 -0.75
H 3.01882 2.49437 1.03249 0.30 -0.80 -0.64
H 3.89763 -1.82963 0.10248 -0.04 1.88 1.13
H 0.79413 2.11792 0.27847 -0.80 0.02 0.26
H 1.51254 -1.95923 0.93368 0.46 0.33 -0.22
H -2.53349 2.37312 -3.93741 0.02 -0.12 0.16
H 1.79382 -1.85148 -0.72873 -0.30 0.66 0.11
H -2.88918 0.74291 -1.14679 -0.35 -1.26 2.30
H -1.44571 0.29657 2.42658 2.28 -2.29 3.04
H -2.90696 0.41597 1.67495 -0.09 0.92 0.31
H -1.83784 1.91472 2.05505 -0.22 -0.24 -0.60
H -1.28475 -2.22709 -1.85403 -0.45 -0.03 2.07
H -2.57446 -1.47370 -0.96124 -2.14 1.89 -0.09
H -2.17978 -3.06529 -0.40524 0.29 0.17 -0.34
```
Positions in Å, forces in eV/Å.

Values from the calculation:
**Charge**: +1
**Calculated total energy**: -594.133678 Eh
**Highest occupied orbital energy (spin up / spin down)**: -12.78 / -12.78 eV
**Relative energy (zero: lowest compared OMol25 entry of this formula, charge and spin)**: 866.5 kJ/mol
**E_LUMO (spin up / spin down)**: -5.05 / -5.05 eV

***

Formula: C2H3N3O
Source: the OMol25 dataset
Level of theory: the ωB97M-V functional and the def2-TZVPD basis

The geometry in XYZ format:
```
9
Properties=species:S:1:pos:R:3:forces:R:3
O -2.00800 -0.42136 0.13457 -0.22 -0.13 -0.04
C -0.76214 0.07059 0.10977 -0.33 0.27 0.07
N 0.18939 -0.90877 -0.28650 -0.19 0.21 0.18
C 1.27553 -0.31735 -0.21651 -0.94 1.28 0.66
N 2.25949 0.39073 -0.10801 0.76 -2.42 -0.98
N -0.42004 1.25360 0.40769 -0.32 -0.31 -0.06
H -1.96765 -1.34853 -0.13728 -0.07 0.10 0.04
H 2.63020 -0.56744 -0.58052 1.39 1.20 0.16
H -1.19678 1.84853 0.67677 -0.09 -0.19 -0.04
```
Positions in Å, forces in eV/Å.

Values from the calculation:
**Charge**: 0
**Calculated total energy**: -317.441078 Eh
**Highest occupied orbital energy**: -9.81 eV
**Relative energy (zero: lowest compared OMol25 entry of this formula, charge and spin)**: 239.6 kJ/mol
**E_LUMO**: 0.58 eV

***

Formula: C7H14Cl6O
Source: the OMol25 dataset
Level of theory: the ωB97M-V functional and the def2-TZVPD basis

The geometry in XYZ format:
```
28
Properties=species:S:1:pos:R:3:forces:R:3
C 4.53537 9.46625 16.45554 0.64 0.39 -0.02
C 4.39877 10.26443 15.13966 2.10 0.59 0.84
C 4.47639 9.19318 14.05711 0.87 0.77 -0.67
O 4.44476 7.95576 14.71269 0.16 -1.15 -0.09
C 5.04210 8.11551 15.97220 -1.19 0.30 1.44
H 3.55696 9.40686 16.85277 -0.98 -0.50 0.74
H 5.18789 9.90516 17.24244 -0.35 -0.09 -0.72
H 5.30658 10.97586 15.16267 -1.81 -0.65 -0.74
H 3.42821 10.71245 15.08341 -0.16 0.95 0.13
H 5.40295 9.33109 13.45820 -0.48 -0.21 0.43
H 3.64544 9.21060 13.35750 -0.23 0.09 0.03
H 6.10602 8.13113 15.98205 1.21 -0.10 -0.59
H 4.73654 7.33084 16.67948 -0.12 -0.08 -0.55
C 4.31889 4.69513 15.09560 0.52 0.06 0.07
Cl 5.29068 3.28966 15.70759 -0.62 0.69 -0.48
Cl 2.82059 4.93240 16.07270 0.80 -0.18 -0.86
H 4.93973 5.57718 15.18877 -0.05 0.04 0.50
H 4.17900 4.62871 14.00292 -0.64 -0.60 0.73
C 4.90198 6.13760 5.68454 2.18 -0.22 -0.29
Cl 6.43890 5.20832 5.94718 -0.14 -0.15 0.23
Cl 3.62618 5.12236 5.19093 -1.15 -0.68 -0.08
H 4.74471 6.64208 6.62347 -0.40 0.32 -0.09
H 5.21514 6.71900 4.82938 -0.47 0.73 0.26
C 5.36070 7.30030 11.25584 0.63 1.69 0.34
Cl 6.71074 7.55350 12.41794 -0.34 -0.41 -0.35
Cl 5.95202 7.75567 9.64042 -0.45 -0.32 0.13
H 5.05868 6.29750 11.32833 -0.05 -1.36 -0.31
H 4.49937 7.92505 11.51888 0.54 0.07 -0.03
```
Positions in Å, forces in eV/Å.

Values from the calculation:
**Charge**: 0
**Calculated total energy**: -3111.449789 Eh
**Highest occupied orbital energy**: -10.07 eV
**Relative energy (zero: lowest compared OMol25 entry of this formula, charge and spin)**: 3.1 kJ/mol
**SMILES**: C1CCOC1.ClCCl.ClCCl.ClCCl
**E_LUMO**: 0.50 eV

***

Formula: H20NO8
Source: the OMol25 dataset
Level of theory: the ωB97M-V functional and the def2-TZVPD basis

The geometry in XYZ format:
```
29
Properties=species:S:1:pos:R:3:forces:R:3
N -19.68119 -6.75936 -21.53547 -3.52 -4.56 0.91
H -18.95225 -6.34642 -21.17983 5.68 3.27 1.98
H -19.49428 -7.50507 -22.16066 0.31 -1.18 -0.51
H -20.35840 -6.20897 -21.87236 -2.79 3.54 -2.47
H -20.22190 -7.07595 -20.73166 0.30 -1.16 0.40
O -21.58864 -7.19457 -24.63291 -1.99 -2.12 4.09
H -22.29497 -7.11993 -25.20382 -1.00 0.90 -2.61
H -20.71318 -6.96998 -24.64566 2.96 1.60 -1.68
O -19.37464 -7.25031 -18.05366 -2.53 1.44 -1.62
H -18.64778 -7.63396 -17.68004 3.39 -1.63 1.41
H -20.07414 -7.72980 -17.63057 -1.01 -0.13 0.22
O -18.64766 -9.53998 -20.56364 6.99 5.79 -4.74
H -17.98773 -9.75952 -21.36526 -2.84 -0.08 3.20
H -19.20272 -10.13814 -20.27970 -4.13 -5.60 1.48
O -22.66685 -5.68761 -20.97054 2.06 -0.85 1.85
H -23.11485 -5.67347 -21.77037 -1.50 0.16 -2.28
H -22.94836 -4.93955 -20.46164 -0.31 0.61 0.32
O -16.35927 -6.81019 -21.86504 2.73 -2.68 -2.53
H -15.88278 -6.27709 -21.21639 0.20 -0.18 -0.12
H -15.59546 -7.41139 -22.41731 -3.12 2.85 2.66
O -17.71369 -5.25593 -18.97599 1.24 2.15 -2.00
H -18.23826 -5.94093 -18.66816 -1.55 -1.89 1.30
H -16.97224 -5.12561 -18.39849 0.33 -0.01 0.48
O -18.67079 -6.33351 -24.77581 -5.14 -5.04 1.36
H -18.31193 -7.17137 -25.08602 -0.22 -0.21 -0.03
H -18.01883 -5.79193 -24.94348 5.23 5.06 -1.22
O -21.37587 -9.08209 -22.65591 2.18 -2.20 -0.31
H -21.87414 -8.41873 -23.11348 -0.28 0.41 -1.13
H -20.88556 -9.66718 -23.34070 -1.66 1.75 1.56
```
Positions in Å, forces in eV/Å.

Values from the calculation:
**Charge**: +1
**Calculated total energy**: -668.345790 Eh
**Highest occupied orbital energy**: -14.29 eV
**Relative energy (zero: lowest compared OMol25 entry of this formula, charge and spin)**: 351.5 kJ/mol
**E_LUMO**: -2.82 eV

***

Formula: C14H25N2O
Source: the OMol25 dataset
Level of theory: the ωB97M-V functional and the def2-TZVPD basis

The geometry in XYZ format:
```
42
Properties=species:S:1:pos:R:3:forces:R:3
N 2.03242 -2.48752 1.90552 -0.37 0.07 -0.08
C 2.92938 -1.40944 1.45346 0.05 -0.04 0.10
C 2.24784 -0.05843 1.53161 0.06 0.14 -0.26
C 0.89747 -0.01276 0.79670 -0.03 0.00 0.34
C -0.22421 0.55659 1.68534 0.02 0.14 -0.19
C -1.51124 -0.24347 1.75367 -0.07 0.19 0.07
C -2.29774 -0.24883 0.41995 0.12 0.28 0.02
O -2.68861 -1.50424 -0.06903 -0.16 -0.07 0.10
C -1.64789 -2.44222 -0.02906 0.00 -0.12 -0.13
C -1.41481 -2.83916 1.40478 -0.09 -0.18 0.19
N -1.19911 -1.63846 2.30470 -0.02 -0.04 -0.08
H 1.35221 -2.66505 1.17459 0.16 -0.09 -0.14
H 2.54955 -3.35513 1.97111 0.08 -0.05 0.22
H 3.29844 -1.58274 0.43927 0.03 -0.03 -0.05
H 3.78968 -1.38889 2.11747 0.11 -0.09 0.01
H 2.93275 0.67750 1.11346 0.00 0.12 0.03
H 2.09514 0.21126 2.57466 0.09 -0.06 0.14
H 0.64989 -1.02942 0.49065 -0.11 0.07 -0.14
H 0.96280 0.57283 -0.11558 0.04 -0.02 -0.14
H -0.49561 1.55183 1.33276 -0.08 0.09 0.06
H 0.13316 0.69656 2.70570 0.07 0.01 0.08
H -2.12265 0.23421 2.51468 -0.18 -0.19 0.09
H -3.21340 0.31752 0.55896 -0.08 0.03 0.01
H -1.69350 0.29840 -0.30889 0.08 -0.17 -0.20
H -1.98257 -3.33265 -0.55502 -0.03 -0.02 -0.12
H -0.75255 -2.07468 -0.53442 0.07 0.08 -0.01
H -0.58057 -3.52177 1.53753 0.12 0.06 0.03
H -2.30934 -3.34331 1.75846 -0.08 0.04 0.07
H -1.76109 -1.78359 3.13873 -0.03 0.03 0.05
H -0.22613 -1.63091 2.62941 0.23 -0.14 -0.13
C -0.46792 3.96099 -2.57574 0.03 0.01 0.01
C -1.01753 2.73648 -2.22375 -0.02 -0.02 0.09
C -0.52784 1.56667 -2.78725 0.01 -0.06 0.05
C 0.51522 1.61744 -3.70160 0.02 -0.01 0.00
C 1.06470 2.84196 -4.05362 0.01 0.00 0.00
C 0.57278 4.01245 -3.49211 0.00 0.00 0.00
H -0.85268 4.87387 -2.14079 -0.01 0.01 0.00
H -1.83500 2.69810 -1.51298 -0.03 0.01 -0.03
H -0.96701 0.61059 -2.52426 -0.02 -0.01 -0.04
H 0.89341 0.70601 -4.14605 0.00 0.00 -0.01
H 1.87374 2.88484 -4.77046 0.00 0.00 -0.01
H 0.99842 4.96658 -3.77254 0.01 0.01 0.00
```
Positions in Å, forces in eV/Å.

Values from the calculation:
**Charge**: +1
**Calculated total energy**: -732.939373 Eh
**Highest occupied orbital energy**: -11.67 eV
**Relative energy (zero: lowest compared OMol25 entry of this formula, charge and spin)**: 153.3 kJ/mol
**E_LUMO**: -2.91 eV